(1)
C4H10S2 | the ωB97M-V functional and the def2-TZVPD basis

Positions of all 16 atoms, in Å:
C (0.447, 0.592, 1.248)
C (-0.154, 1.600, -1.014)
C (-1.275, -1.881, -0.227)
C (0.770, 0.760, -0.193)
S (3.372, -0.629, 0.567)
S (2.283, 0.277, -0.763)
H (-0.557, 0.129, 1.307)
H (1.181, -0.126, 1.694)
H (0.513, 1.526, 1.845)
H (0.330, 2.335, -1.585)
H (-1.122, 1.967, -0.524)
H (-0.771, 1.015, -1.710)
H (-0.945, -2.903, -0.354)
H (-0.783, -1.028, -0.801)
H (-0.936, -1.736, 0.866)
H (-2.352, -1.900, -0.355)

multiplicity: 1
relative energy (zero: lowest compared OMol25 entry of this formula, charge and spin): 1.951 eV

=====

(2)
BrHO3PS | the ωB97M-V functional and the def2-TZVPD basis

Positions of all 7 atoms, in Å:
O (1.172, 2.105, -0.905)
O (-0.073, 0.477, 1.142)
O (1.307, -0.314, -0.943)
P (-0.719, -0.820, 1.280)
S (1.519, 0.872, -0.129)
Br (-3.087, -0.610, -0.744)
H (-0.119, -1.709, 0.298)

multiplicity: 1
net charge: -1
relative energy (zero: lowest compared OMol25 entry of this formula, charge and spin): 0.916 eV

=====

(3)
C12H36O6 | the ωB97M-V functional and the def2-TZVPD basis

Positions of all 54 atoms, in Å:
C (5.205, 0.810, 2.271)
C (3.800, 1.110, 2.845)
O (3.577, 0.355, 4.058)
H (5.416, -0.253, 2.152)
H (6.049, 1.321, 2.734)
H (5.163, 1.155, 1.238)
H (3.095, 1.016, 2.020)
H (3.744, 2.131, 3.224)
H (2.646, 0.363, 4.292)
C (-5.177, -0.977, 1.894)
C (-4.422, -2.311, 1.554)
O (-4.479, -3.137, 2.622)
H (-6.231, -1.115, 2.136)
H (-5.205, -0.228, 1.103)
H (-4.661, -0.426, 2.680)
H (-3.369, -2.102, 1.368)
H (-4.809, -2.804, 0.663)
H (-5.387, -3.422, 2.749)
C (-2.643, 1.829, -2.258)
C (-1.231, 1.738, -2.534)
O (-0.527, 2.399, -1.516)
H (-3.351, 1.777, -3.086)
H (-2.914, 2.844, -1.969)
H (-3.003, 1.131, -1.503)
H (-1.062, 2.184, -3.514)
H (-0.977, 0.678, -2.555)
H (0.345, 2.703, -1.778)
C (2.066, -3.885, -4.280)
C (3.048, -2.860, -3.660)
O (2.977, -2.958, -2.297)
H (2.384, -4.909, -4.476)
H (1.647, -3.573, -5.237)
H (1.165, -3.955, -3.671)
H (2.728, -1.851, -3.920)
H (4.099, -2.977, -3.926)
H (2.156, -2.548, -2.015)
C (-0.353, 4.618, 1.113)
C (0.171, 3.220, 1.584)
O (-0.800, 2.199, 1.257)
H (-1.343, 4.636, 1.569)
H (-0.550, 4.667, 0.042)
H (0.206, 5.478, 1.481)
H (0.251, 3.279, 2.670)
H (1.104, 3.037, 1.050)
H (-1.010, 2.223, 0.320)
C (-0.356, -1.633, 0.866)
C (0.459, -0.878, -0.187)
O (0.809, -1.791, -1.212)
H (-1.273, -2.146, 0.578)
H (-0.761, -0.978, 1.638)
H (0.273, -2.408, 1.305)
H (1.438, -0.629, 0.223)
H (-0.087, 0.057, -0.312)
H (-0.039, -2.203, -1.392)

multiplicity: 1
relative energy (zero: lowest compared OMol25 entry of this formula, charge and spin): 3.538 eV